Formula: C16H18Br2Cl2IrN2O2Se2
Source: the Open Molecules 2025 dataset
Level of theory: wB97M-V/def2-TZVPD

Geometry as XYZ:
```
45
Properties=species:S:1:pos:R:3
Ir -0.053 -0.364 -0.668
Br 1.187 3.574 -5.869
Br 5.797 -2.303 -3.178
Se 0.743 -0.324 1.669
Se -0.607 1.420 0.728
Cl -2.727 -1.828 -2.379
Cl -1.198 -2.964 -0.171
O -3.359 1.310 4.613
O 0.467 2.239 3.493
N 0.145 0.738 -2.349
N 1.597 -1.216 -1.547
C 2.181 -0.451 -2.491
C 1.682 1.491 -4.014
C -0.758 1.619 -2.813
C 0.760 2.421 -4.455
C -1.934 1.244 2.187
C 2.232 -2.321 -1.125
C -2.036 -3.280 -1.702
C 3.478 -2.685 -1.589
C -0.565 1.672 4.283
C 3.438 -0.748 -2.991
C -0.558 -0.603 3.119
C -1.358 0.652 3.470
C -2.530 0.192 4.353
C 4.095 -1.873 -2.528
C -0.489 2.476 -3.859
C 1.342 0.652 -2.967
H -1.711 1.624 -2.306
H -3.085 -0.590 3.823
H -2.317 2.251 2.343
H -2.737 0.614 1.805
H 0.030 -0.961 3.964
H 0.849 2.985 3.964
H -4.050 1.060 5.233
H 1.710 -2.909 -0.384
H -0.148 1.164 5.162
H 3.898 -0.115 -3.735
H -1.244 3.171 -4.197
H -2.137 -0.238 5.282
H -1.308 -3.687 -2.393
H 3.954 -3.581 -1.218
H -2.832 -3.984 -1.496
H -1.233 -1.396 2.795
H -1.258 2.440 4.629
H 2.648 1.413 -4.490
```

Summary:
Total charge: +1
HOMO: -10.2 eV
Gap between HOMO and LUMO: 6.8 eV
LUMO level: -0.126 hartree
Spin multiplicity: 1

Formula: C14H14Cl2N2O2
Source: the Open Molecules 2025 dataset
Level of theory: wB97M-V/def2-TZVPD

Geometry as XYZ:
```
34
Properties=species:S:1:pos:R:3
Cl -2.343 -2.724 4.020
Cl -3.516 -2.086 -1.315
O -1.309 -0.116 -1.223
O 2.264 -0.770 -1.845
N 2.648 0.451 0.553
N 1.422 0.104 0.081
C -2.837 -2.184 1.346
C -0.773 -0.299 1.106
C -1.000 -0.965 2.344
C 3.646 1.813 2.369
C -2.031 -1.897 2.475
C -0.094 0.255 -3.249
C 2.491 1.186 1.624
C -1.456 0.317 -3.949
C -0.116 -0.544 -1.928
C 0.335 0.728 0.830
C -2.574 -1.606 0.099
C 1.263 -0.409 -1.208
C -1.550 -0.672 -0.013
C 1.080 1.435 1.973
H 4.519 1.928 1.742
H 3.365 2.802 2.746
H -0.123 1.518 0.262
H 0.900 0.986 2.938
H 0.635 -0.173 -3.924
H -2.264 0.814 -3.344
H -3.685 -2.911 1.423
H -1.850 -0.611 -4.316
H -1.356 0.968 -4.829
H -0.294 -1.596 -2.155
H 0.826 2.511 2.026
H 0.250 1.289 -3.056
H -0.393 -0.731 3.154
H 3.920 1.190 3.240
```

Summary:
SMILES string: CC[C@@H]1Oc2c(Cl)cc(Cl)cc2[C@H]2CC(C)=NN2C1=O
HOMO: -8.8 eV
Gap between HOMO and LUMO: 9.3 eV
LUMO level: 0.020 hartree
Spin multiplicity: 1

Formula: C31H55F4N2O13S2
Source: the Open Molecules 2025 dataset
Level of theory: wB97M-V/def2-TZVPD

Geometry as XYZ:
```
107
Properties=species:S:1:pos:R:3
S 4.613 -0.574 -3.409
S 3.421 2.183 -2.674
F -2.536 4.036 0.193
F -0.839 3.880 1.749
F -2.992 4.142 2.465
F -3.227 -0.549 -2.780
O -6.776 -2.300 2.348
O 4.588 -4.192 -2.033
O -4.923 -0.767 -1.203
O -5.751 7.419 -4.714
O 4.105 -2.652 3.844
O 3.179 -1.489 5.432
O 5.943 -5.896 -2.058
O -3.518 7.108 -4.422
O -5.079 6.308 -2.967
O 3.767 -6.242 -1.487
O 1.990 -1.873 3.525
O -8.031 -3.032 3.970
O -7.863 -4.283 2.079
N 5.364 0.772 -1.097
N -0.994 1.112 -0.376
C -2.188 3.480 1.472
C 6.531 1.702 -1.372
C 6.213 -7.296 -1.912
C -3.350 6.871 -1.348
C -3.604 1.391 -1.016
C -8.982 -3.977 4.458
C 4.001 -3.323 2.590
C 5.825 -0.593 -0.696
C -0.342 1.189 -1.725
C -7.578 -3.309 2.732
C 2.069 -0.774 5.989
C -6.230 -2.412 1.028
C -4.041 5.776 -2.139
C 4.560 0.719 -2.351
C 5.664 -8.090 -3.083
C 2.991 -1.985 4.198
C 6.487 -0.618 0.790
C 2.195 2.044 -1.285
C -3.982 -0.060 -1.650
C -4.665 6.953 -4.073
C 0.687 2.463 -1.669
C 0.973 -1.719 6.443
C -0.265 1.020 0.757
C -1.194 1.002 2.106
C -5.446 8.219 -5.856
C -2.431 1.113 0.051
C 6.745 2.730 -0.138
C -7.272 -2.102 -0.031
C -2.402 1.889 1.449
C 3.264 -3.679 -1.915
C 4.677 -5.520 -1.817
H 2.453 -0.226 6.854
H -4.080 7.450 -0.776
H 4.574 -8.029 -3.130
H 2.646 -4.052 -2.735
H 3.296 -4.154 2.670
H -4.988 9.159 -5.541
H 1.695 -0.031 5.277
H -9.911 -3.899 3.888
H -2.835 7.574 -2.007
H -6.383 8.443 -6.368
H -3.348 2.142 -1.838
H 6.237 2.335 -2.301
H 0.286 3.214 -0.880
H 2.822 -3.941 -0.950
H 4.926 -1.307 -0.661
H -4.520 5.079 -1.445
H -0.782 1.548 3.024
H 6.964 3.806 -0.458
H 6.587 -1.057 -1.425
H 2.534 2.671 -0.377
H 7.467 1.096 -1.636
H 0.727 3.037 -2.666
H -1.555 -0.084 2.302
H 1.372 -2.465 7.135
H -5.784 -3.401 0.880
H 3.699 -2.636 1.797
H 2.140 0.949 -0.895
H -4.539 1.687 -0.398
H 0.169 -1.170 6.938
H 5.695 -0.469 1.616
H 3.317 -2.592 -1.987
H 7.248 0.245 0.939
H -8.589 -4.995 4.414
H -6.826 -2.113 -1.026
H -9.193 -3.733 5.500
H 6.045 -7.693 -4.028
H -3.393 1.777 2.018
H 5.826 -7.664 -0.956
H 7.300 -7.405 -1.882
H -4.793 7.686 -6.550
H -2.615 6.447 -0.661
H 4.983 -3.726 2.341
H -7.721 -1.121 0.148
H -3.330 5.197 -2.738
H 0.872 0.964 0.881
H 5.943 -9.142 -3.001
H 0.544 -2.267 5.601
H -5.421 -1.681 0.961
H 7.050 -1.604 0.945
H 5.863 2.667 0.594
H -8.086 -2.830 -0.014
H -2.605 -0.007 0.312
H 0.170 0.225 -2.063
H -1.175 1.516 -2.464
H 7.673 2.362 0.447
```

Summary:
Total charge: +1
HOMO: -10.9 eV
Gap between HOMO and LUMO: 5.9 eV
LUMO level: -0.184 hartree
Spin multiplicity: 1

Formula: C30H50ClF5IrP2Si2
Source: the Open Molecules 2025 dataset
Level of theory: wB97M-V/def2-TZVPD

Geometry as XYZ:
```
91
Properties=species:S:1:pos:R:3
Ir 0.116 0.867 0.568
Cl 0.202 0.039 -1.649
P 0.252 2.936 -0.367
P 0.051 -2.942 -0.587
Si -1.774 -2.986 1.812
Si -1.604 2.920 1.921
F 2.615 2.727 1.721
F 4.483 2.231 3.505
F 0.922 -1.729 2.372
F 2.657 -2.075 4.319
F 4.553 -0.150 4.911
C -0.271 -3.845 0.960
C -3.260 -4.049 1.387
C -1.403 -0.009 1.929
C -1.143 2.921 -2.861
C 3.619 0.070 3.966
C -2.552 0.693 0.021
C 0.800 0.034 -6.220
C 3.574 1.265 3.254
C 2.276 -4.722 -0.667
C 2.790 2.256 -1.405
C -0.118 3.866 1.163
C 1.716 -3.436 -1.259
C -1.132 3.564 -1.476
C -2.640 -0.700 0.123
C -1.048 -5.238 -1.891
C 1.720 -0.654 2.665
C -1.358 2.639 3.741
C 1.602 0.548 1.960
C -1.196 -3.005 -3.093
C -1.208 -3.728 -1.740
C 2.707 -2.273 -1.078
C -1.107 5.090 -1.621
C 2.385 4.690 -0.851
C 2.589 1.483 2.296
C -1.812 1.197 1.184
C 1.762 3.388 -1.339
C -1.940 -1.178 1.259
C -3.143 3.919 1.551
C -1.576 -3.055 3.667
C 2.660 -0.893 3.661
H -1.998 5.395 -2.188
H -3.192 -1.348 -0.560
H -3.500 -4.078 0.318
H -1.999 -3.414 -3.721
H -2.468 -2.624 4.145
H -2.174 -3.514 -1.252
H -0.223 5.419 -2.182
H 3.722 2.647 -1.828
H -2.996 4.936 1.943
H 1.715 5.545 -0.970
H -1.176 3.603 4.234
H -0.099 -5.497 -2.377
H -1.082 0.062 2.969
H 3.281 4.883 -1.454
H -4.129 -3.664 1.936
H -1.112 -5.778 -0.940
H -0.293 0.030 -6.307
H 1.350 -0.914 -6.208
H 0.760 3.832 1.819
H 1.343 0.985 -6.179
H -3.392 3.983 0.485
H -0.218 3.127 -3.413
H 1.542 -3.570 -2.342
H -3.065 -5.076 1.729
H -1.863 -5.607 -2.529
H 3.229 -4.945 -1.164
H 2.474 -4.610 0.404
H -1.481 -4.100 3.998
H -2.277 2.195 4.151
H -0.694 -2.499 4.013
H -1.980 3.350 -3.432
H 2.430 1.443 -2.042
H 2.826 -2.009 -0.018
H -3.984 3.456 2.084
H -0.517 1.966 3.946
H -1.127 5.632 -0.672
H -0.242 -3.147 -3.618
H 1.397 3.540 -2.368
H -1.363 -1.928 -2.973
H -2.048 3.256 -0.951
H -0.460 -4.917 0.777
H 3.002 1.845 -0.411
H 2.684 4.628 0.200
H -0.386 4.915 0.954
H -2.975 1.332 -0.750
H 2.360 -1.377 -1.608
H 0.596 -3.760 1.634
H -1.272 1.835 -2.809
H 3.692 -2.556 -1.474
H 1.613 -5.580 -0.811
```

Summary:
⟨S²⟩: 8.78
HOMO (alpha / beta): -5.3 / -7.1 eV
Gap between HOMO and LUMO (alpha / beta): 5.8 / 4.6 eV
LUMO level (alpha / beta): 0.017 / -0.095 hartree
Spin multiplicity: 6